Here is a molecular structure, C46H47N9ORhSSb at a distorted geometry from OMol25. Energies are from ωB97M-V/def2-TZVPD.

Its multiplicity is 5. The calculation puts the total energy at -84283.90347 eV. Its charge is +2.

Last column: Löwdin spin population.
Atoms and positions in Å:
Rh: -4.57415 -17.66561 -17.48830  0.878
C: -9.98285 -16.54440 -17.93593  -0.004
N: -8.70340 -17.22341 -18.18768  0.003
C: -7.51951 -16.91018 -17.65767  0.010
N: -6.61486 -17.73995 -18.16330  0.016
C: -7.32158 -18.54431 -18.99869  0.000
N: -8.58889 -18.25640 -19.03483  0.001
C: -9.92540 -15.07500 -18.32248  0.018
C: -10.85094 -14.23285 -17.66616  0.219
C: -10.89527 -12.86961 -18.02870  0.002
C: -9.99217 -12.36594 -18.95717  0.167
C: -9.04955 -13.23140 -19.56925  0.112
C: -9.04616 -14.60233 -19.25132  0.132
C: -8.07716 -12.71286 -20.51543  0.319
N: -7.95424 -11.44424 -20.93337  0.381
N: -6.88564 -11.40665 -21.72701  0.063
C: -6.41871 -12.62757 -21.79935  0.254
O: -7.15650 -13.55882 -21.09287  0.124
C: -5.21953 -13.13383 -22.51155  0.016
C: -4.32945 -12.29697 -23.20975  0.046
C: -3.23249 -12.83752 -23.80813  -0.006
C: -2.98970 -14.21539 -23.74376  0.064
C: -3.86172 -15.04209 -23.07393  0.001
C: -3.56663 -16.54817 -22.98799  -0.002
N: -3.36925 -16.95288 -21.57402  0.001
C: -4.29189 -17.17922 -20.61404  0.005
N: -3.70554 -17.35809 -19.44865  0.011
C: -2.38089 -17.19467 -19.75369  0.003
N: -2.13658 -16.96304 -21.01874  0.000
C: -4.97554 -14.49489 -22.45631  0.063
H: -10.22395 -16.66064 -16.88180  0.000
H: -10.71403 -17.08724 -18.56312  -0.002
H: -7.36331 -16.11466 -16.94620  0.003
H: -6.86571 -19.32910 -19.55585  0.000
H: -11.51732 -14.62767 -16.89745  0.013
H: -11.57957 -12.17856 -17.56338  -0.004
H: -9.99193 -11.32055 -19.24401  0.007
H: -8.38249 -15.27073 -19.78613  0.008
H: -4.51114 -11.23403 -23.26708  0.001
H: -2.55655 -12.15669 -24.32770  -0.001
H: -2.12699 -14.64811 -24.21276  0.004
H: -2.64383 -16.82296 -23.51304  0.000
H: -4.36071 -17.20293 -23.36080  -0.001
H: -5.35842 -17.26401 -20.76770  0.000
H: -1.55318 -17.29860 -19.04328  0.000
H: -5.69697 -15.14066 -21.96299  0.004
N: -2.71166 -17.04013 -16.83421  0.027
S: -1.54096 -17.77397 -16.07321  0.004
C: -1.17563 -16.71696 -14.66288  0.001
C: -2.21049 -15.92041 -14.17276  0.004
C: -1.96519 -15.09549 -13.08677  0.000
C: -0.70093 -15.08238 -12.50817  0.000
C: 0.30719 -15.90517 -12.99333  0.000
C: 0.08127 -16.74389 -14.06308  0.000
C: -0.07039 -17.50495 -17.04191  -0.001
C: 0.43897 -16.21469 -17.27516  0.000
C: 1.44134 -16.04117 -18.22072  0.000
C: 1.98811 -17.15460 -18.86295  0.000
C: 1.54901 -18.41545 -18.54022  0.000
C: 0.51481 -18.61349 -17.62270  0.000
H: -2.56480 -16.04094 -16.91767  0.008
H: -3.17980 -15.93762 -14.66681  0.004
H: -2.73833 -14.47334 -12.69455  0.000
H: -0.48820 -14.43624 -11.67946  0.000
H: 1.27614 -15.87787 -12.54840  0.000
H: 0.87611 -17.36582 -14.46433  0.000
H: 0.02573 -15.36851 -16.75048  0.000
H: 1.77792 -15.03471 -18.44969  0.000
H: 2.74230 -17.01194 -19.61893  0.000
H: 2.02023 -19.27221 -18.99618  0.000
H: 0.18201 -19.62165 -17.42083  0.000
C: -2.66088 -21.41139 -14.91367  0.002
C: -2.42935 -21.31865 -16.42289  0.044
Sb: -4.10420 -20.39501 -17.42032  0.130
C: -3.84002 -21.17150 -19.38414  0.027
C: -2.39139 -20.88595 -19.88360  0.001
C: -5.81669 -21.49410 -16.78812  0.026
C: -6.43549 -21.10701 -15.46015  0.003
H: -1.77869 -21.78739 -14.38490  0.001
H: -3.48658 -22.08677 -14.68646  0.000
H: -2.87247 -20.43169 -14.47200  0.001
H: -2.22698 -22.28113 -16.87579  0.005
H: -1.57762 -20.68819 -16.69784  0.000
H: -4.57852 -20.73687 -20.07032  0.000
H: -4.03220 -22.24256 -19.34249  0.004
H: -2.18463 -19.81782 -19.85782  0.000
H: -2.22519 -21.18335 -20.91155  0.000
H: -1.64232 -21.35460 -19.25591  0.000
H: -5.54201 -22.53576 -16.82241  0.004
H: -6.53903 -21.36287 -17.61769  0.000
H: -5.71670 -21.22784 -14.65434  0.000
H: -7.30883 -21.70026 -15.19769  0.001
H: -6.74636 -20.05313 -15.46839  0.002
C: -5.21524 -17.68503 -15.71972  0.216
C: -5.65637 -17.52863 -14.57628  0.232
C: -6.21687 -17.31017 -13.33430  0.053
C: -6.95401 -16.13237 -13.05344  0.069
C: -7.48272 -15.96105 -11.79809  -0.001
C: -7.33875 -16.94856 -10.81434  0.117
C: -6.64899 -18.10792 -11.11506  -0.001
C: -6.06647 -18.27646 -12.34844  0.078
H: -7.10212 -15.37338 -13.81423  0.002
H: -7.99483 -15.03356 -11.56450  -0.002
H: -7.75181 -16.80349 -9.82536  0.006
H: -6.56205 -18.87980 -10.36935  -0.002
H: -5.50122 -19.16002 -12.58491  0.002

Force components x, y, z for each atom (eV/Å):
Rh 0.07 -0.33 0.23
C 0.08 -0.20 -0.88
N -0.03 0.42 0.50
C -0.46 -0.35 -0.43
N 0.78 0.24 0.36
C 0.36 0.19 0.24
N -0.43 0.06 -0.13
C -0.42 -0.50 0.72
C 0.06 0.57 -0.23
C 0.85 0.00 -0.42
C -0.83 0.10 0.55
C 2.62 1.76 -2.62
C -0.10 -0.82 0.09
C -3.40 -3.81 3.54
N 1.33 2.73 -1.58
N -1.37 0.75 0.86
C 2.19 -2.02 -1.17
O 0.37 0.68 -0.32
C -1.30 0.86 0.72
C -0.75 0.25 0.47
C 0.71 -0.03 -0.46
C 0.06 0.43 -0.09
C 0.07 -0.91 0.01
C -0.08 0.09 0.54
N -0.53 -0.02 0.41
C -0.07 -0.09 -1.01
N 0.41 0.17 -0.07
C 1.14 -0.31 0.42
N -0.60 0.13 0.19
C -0.24 -0.70 0.02
H -0.14 -0.04 -0.01
H 0.26 0.23 0.46
H 0.04 -0.07 -0.08
H 0.08 -0.40 -0.31
H 0.17 0.09 -0.28
H -0.19 -0.08 0.09
H -0.06 -0.09 0.11
H 0.04 0.03 0.07
H -0.10 0.05 0.06
H -0.07 -0.42 0.07
H 0.34 0.01 -0.20
H -0.25 0.21 0.19
H -0.06 0.39 -0.11
H 0.13 0.15 -0.21
H -0.68 0.11 -0.36
H 0.13 0.13 0.01
N -0.58 0.19 -0.31
S 0.58 0.24 0.50
C -0.22 -0.11 0.18
C 0.12 -0.21 -0.35
C 0.61 -0.31 -0.02
C -0.17 -0.21 -0.25
C -0.27 0.12 0.02
C -0.27 -0.11 -0.48
C 0.47 0.26 0.26
C -0.20 -0.49 -0.39
C -0.28 0.01 0.30
C -0.21 0.60 0.09
C -0.01 -0.56 0.16
C 0.25 0.14 -0.52
H 0.09 0.11 -0.05
H 0.15 0.01 0.17
H -0.40 0.33 0.15
H -0.01 0.23 0.27
H 0.49 0.00 0.28
H -0.09 0.05 0.10
H -0.09 0.18 0.04
H 0.07 -0.18 0.03
H 0.18 -0.05 -0.04
H -0.02 -0.12 -0.09
H -0.12 0.00 0.10
C 0.32 0.09 0.04
C -0.07 0.42 0.01
Sb -0.02 0.35 0.00
C 0.70 0.02 -0.55
C -0.72 0.35 0.30
C -0.57 0.05 -0.67
C 0.07 0.57 0.16
H -0.07 -0.06 -0.19
H 0.00 0.06 0.02
H -0.12 -0.05 -0.09
H -0.19 -0.33 -0.08
H -0.10 -0.05 0.29
H 0.14 -0.02 0.21
H -0.02 -0.08 -0.01
H -0.01 0.19 0.05
H -0.10 -0.32 -0.16
H 0.08 -0.27 0.08
H 0.17 -0.48 0.09
H 0.25 0.00 0.35
H 0.07 0.03 0.18
H -0.05 -0.14 -0.19
H 0.05 -0.20 0.03
C 0.27 0.09 -0.84
C -0.18 0.19 0.06
C -0.22 0.58 -0.24
C -0.14 -0.01 0.10
C -0.11 0.43 0.16
C -0.04 0.37 -0.33
C 0.15 -0.43 0.26
C 0.01 -0.50 0.62
H 0.14 -0.12 0.03
H -0.05 -0.15 0.00
H -0.06 0.02 -0.04
H 0.08 -0.13 0.12
H 0.10 -0.24 0.03